Here is a molecular structure, C42H40B2F6N8O2S2W in a non-equilibrium geometry from the OMol25 dataset. Energies are from wB97M-V/def2-TZVPD.

Total energy: -3725.94057 Eh
HOMO-LUMO gap (alpha / beta): 4.675 / 4.667 eV
HOMO (alpha / beta): -6.46 / -6.46 eV
Energy relative to the best compared isomer or geometry (same formula, charge and spin): 10.4 kcal/mol
Spin multiplicity: 1

Element x y z (Å)
W -0.291 0.331 0.944
C 2.687 5.938 3.121
C 2.083 6.512 1.990
C 1.261 5.772 1.166
C 1.044 4.434 1.494
C 0.232 3.409 0.907
N -0.423 3.582 -0.222
C -1.347 2.745 -0.622
C -2.172 2.973 -1.775
C -2.193 3.981 -2.734
C -3.175 3.929 -3.701
C -4.117 2.888 -3.725
C -4.100 1.887 -2.776
C -3.116 1.942 -1.793
C -2.817 1.095 -0.671
N -3.465 -0.019 -0.423
C -3.111 -0.862 0.515
N -2.006 -0.761 1.342
C -2.059 -1.843 2.204
N -1.255 -2.075 3.213
C -0.294 -1.264 3.579
N 0.049 -0.060 2.982
C 1.031 0.495 3.784
N 1.539 1.689 3.655
C 1.149 2.523 2.714
N 0.264 2.262 1.681
C 1.629 3.871 2.634
C 2.469 4.619 3.456
C 1.367 -0.395 4.863
C 2.308 -0.309 5.882
C 2.397 -1.374 6.757
C 1.561 -2.492 6.627
C 0.614 -2.569 5.625
C 0.527 -1.502 4.738
C -3.198 -2.664 1.896
C -3.689 -3.845 2.446
C -4.833 -4.384 1.894
C -5.499 -3.756 0.831
C -5.032 -2.572 0.297
C -3.864 -2.042 0.836
N -1.741 1.600 0.042
H 3.329 6.555 3.737
H 2.265 7.555 1.767
H 0.781 6.210 0.301
H -1.461 4.777 -2.703
H -3.233 4.709 -4.449
H -4.875 2.887 -4.497
H -4.830 1.089 -2.771
H 2.918 4.166 4.330
H 2.944 0.562 5.965
H 3.123 -1.350 7.559
H 1.668 -3.308 7.329
H -0.039 -3.424 5.520
H -3.180 -4.314 3.277
H -5.231 -5.311 2.286
H -6.396 -4.210 0.432
H -5.539 -2.059 -0.508
F 1.367 -3.320 2.388
B 2.066 -2.543 1.571
F 2.698 -1.470 2.071
F 2.577 -3.108 0.479
F 0.585 -1.425 0.788
C 2.176 4.517 -2.453
C 3.388 3.639 -2.145
C 3.176 2.758 -0.915
S 1.913 1.477 -1.234
O 1.717 0.837 0.145
C 3.011 0.317 -2.152
C 3.524 -0.812 -1.272
C 4.769 -0.464 -0.462
H 2.353 5.126 -3.339
H 1.972 5.182 -1.615
H 1.288 3.909 -2.623
H 4.256 4.274 -1.957
H 3.626 3.026 -3.018
H 2.781 3.347 -0.088
H 4.096 2.267 -0.606
H 3.818 0.914 -2.578
H 2.397 -0.065 -2.963
H 3.721 -1.685 -1.898
H 2.727 -1.086 -0.586
H 5.580 -0.117 -1.106
H 5.119 -1.349 0.070
H 4.550 0.298 0.286
F -1.776 -0.835 -2.798
B -0.670 -0.235 -2.327
F 0.079 0.304 -3.338
C 1.380 -5.005 -2.434
C 0.536 -3.748 -2.579
S -0.523 -3.444 -1.125
O -0.316 -0.122 -1.079
C -1.943 -4.511 -1.555
C -2.973 -3.807 -2.424
H 1.993 -5.157 -3.325
H 0.745 -5.882 -2.305
H 2.032 -4.926 -1.565
H -0.110 -3.793 -3.456
H 1.173 -2.866 -2.664
H -2.377 -4.797 -0.596
H -1.551 -5.404 -2.042
H -3.328 -2.905 -1.932
H -3.825 -4.468 -2.602
H -2.550 -3.520 -3.386

Atomic partial charges in e from the Löwdin method, atoms 1 to 5: atom 1 (W): 1.752, atom 2 (C): -0.072, atom 3 (C): -0.071, atom 4 (C): -0.019, atom 5 (C): -0.126

---

Here is a single C15H22N2O6S molecule from the OMol25 dataset. Energies are from wB97M-V/def2-TZVPD.

Total energy: -1543.87269 Eh
SMILES string: COc1ccc(OC)c(N(CC(=O)N2CCOCC2)S(C)(=O)=O)c1
HOMO-LUMO gap: 8.581 eV
HOMO: -7.97 eV
Energy relative to the best compared isomer or geometry (same formula, charge and spin): 42.4 kcal/mol
Spin multiplicity: 1

Element x y z (Å)
C -4.895 -2.454 1.525
O -4.128 -1.299 1.289
C -3.017 -1.412 0.508
C -2.550 -2.586 -0.056
C -1.403 -2.554 -0.835
C -0.709 -1.381 -1.073
O 0.413 -1.329 -1.874
C 0.787 -2.487 -2.580
C -1.164 -0.182 -0.479
N -0.516 1.041 -0.693
C 0.924 1.117 -0.689
C 1.493 0.661 0.650
O 0.771 0.454 1.611
N 2.834 0.528 0.730
C 3.789 0.642 -0.349
C 4.329 -0.759 -0.672
O 4.915 -1.345 0.466
C 3.993 -1.446 1.529
C 3.429 -0.073 1.910
S -1.296 2.493 -0.384
C -1.337 2.724 1.418
O -0.435 3.510 -0.924
O -2.629 2.420 -0.896
C -2.308 -0.229 0.297
H -5.728 -2.133 2.148
H -4.319 -3.218 2.058
H -5.283 -2.877 0.593
H -3.054 -3.528 0.086
H -1.066 -3.480 -1.271
H 1.627 -2.189 -3.207
H 1.107 -3.289 -1.907
H -0.024 -2.850 -3.218
H 1.316 0.508 -1.504
H 1.166 2.168 -0.863
H 3.346 1.099 -1.230
H 4.618 1.270 -0.003
H 5.114 -0.711 -1.428
H 3.502 -1.388 -1.039
H 4.539 -1.888 2.364
H 3.162 -2.109 1.244
H 2.657 -0.170 2.673
H 4.234 0.573 2.272
H -0.800 1.902 1.876
H -0.847 3.667 1.621
H -2.370 2.750 1.740
H -2.703 0.665 0.739

Atomic partial charges in e from the natural (NBO) method, atoms 1 to 5: atom 1 (C): -0.251, atom 2 (O): -0.491, atom 3 (C): 0.296, atom 4 (C): -0.268, atom 5 (C): -0.281

---

Here is a molecular structure, C44H94F6N4P3 in a non-equilibrium geometry from the OMol25 dataset. Energies are from wB97M-V/def2-TZVPD.

Total charge: +3
Total energy: -3572.97114 Eh
HOMO-LUMO gap: 7.679 eV
HOMO: -14.09 eV
Energy relative to the best compared isomer or geometry (same formula, charge and spin): 1088.7 kcal/mol
Spin multiplicity: 1

Element x y z (Å)
C 4.402 -9.276 15.360
C 3.307 -8.593 16.199
N 2.912 -9.367 17.435
C 3.390 -9.318 18.714
C 2.696 -10.203 19.539
N 1.782 -10.852 18.712
C 1.947 -10.386 17.406
C 0.819 -11.857 19.170
H 5.252 -9.365 16.036
H 4.707 -8.521 14.636
H 4.034 -10.193 14.899
H 2.455 -8.360 15.560
H 3.634 -7.595 16.490
H 4.175 -8.609 18.933
H 2.698 -10.433 20.594
H 1.390 -10.660 16.522
H -0.134 -11.369 19.371
H 1.063 -12.330 20.122
H 0.582 -12.580 18.390
C -1.825 -3.901 19.121
C -1.629 -4.752 17.857
N -0.522 -5.741 17.976
C -0.717 -7.039 18.388
C 0.519 -7.644 18.583
N 1.491 -6.692 18.254
C 0.807 -5.543 17.980
C 2.914 -6.708 18.491
H -2.726 -3.302 19.256
H -0.931 -3.337 19.386
H -1.817 -4.533 20.009
H -1.410 -4.188 16.950
H -2.521 -5.362 17.716
H -1.711 -7.436 18.532
H 0.804 -8.628 18.923
H 1.185 -4.534 17.915
H 3.197 -7.531 19.146
H 3.397 -5.785 18.811
H 3.380 -6.925 17.530
C -9.659 -14.395 15.297
C -9.271 -12.952 14.962
C -8.048 -12.361 15.792
C -6.720 -13.039 15.384
P -5.306 -12.627 16.412
C -5.105 -10.790 16.221
C -3.694 -10.171 16.073
C -3.666 -8.651 15.787
C -2.263 -8.085 15.468
C -3.848 -13.393 15.507
C -3.780 -14.972 15.608
C -2.785 -15.538 14.644
C -2.889 -17.119 14.688
C -5.487 -12.971 18.153
C -5.755 -14.398 18.397
C -6.785 -14.754 19.411
C -8.208 -14.194 19.267
H -9.736 -14.655 16.353
H -9.057 -15.099 14.722
H -10.695 -14.629 15.051
H -10.183 -12.409 15.209
H -9.093 -12.815 13.896
H -8.234 -12.442 16.862
H -8.096 -11.278 15.680
H -6.436 -12.611 14.423
H -6.871 -14.113 15.281
H -5.609 -10.322 17.067
H -5.666 -10.581 15.310
H -3.242 -10.647 15.203
H -3.103 -10.471 16.939
H -4.162 -8.166 16.628
H -4.351 -8.567 14.944
H -1.917 -8.389 14.480
H -1.494 -8.303 16.209
H -2.304 -7.002 15.353
H -2.892 -12.938 15.766
H -4.090 -13.204 14.461
H -4.707 -15.476 15.332
H -3.449 -15.272 16.602
H -1.752 -15.308 14.906
H -2.965 -15.229 13.614
H -2.109 -17.648 14.141
H -3.759 -17.580 14.220
H -2.746 -17.438 15.721
H -6.328 -12.371 18.502
H -4.674 -12.544 18.740
H -4.808 -14.868 18.665
H -5.951 -14.926 17.464
H -6.376 -14.350 20.337
H -6.807 -15.843 19.451
H -8.846 -14.651 20.023
H -8.630 -14.378 18.279
H -8.209 -13.112 19.400
C 4.171 -8.114 12.912
C 3.236 -9.266 12.401
C 1.831 -9.271 13.121
C 1.013 -10.423 12.392
P -0.547 -10.849 13.163
C -1.356 -12.121 12.074
C -0.431 -13.402 11.952
C -0.936 -14.336 10.893
C -2.450 -14.644 11.018
C -0.321 -11.681 14.873
C -1.643 -12.131 15.614
C -1.478 -12.947 16.958
C -0.487 -12.166 17.884
C -1.679 -9.313 13.295
C -2.293 -8.775 11.971
C -2.914 -7.402 11.997
C -1.876 -6.282 12.363
H 3.598 -7.188 12.946
H 5.080 -7.913 12.345
H 4.455 -8.287 13.950
H 3.726 -10.226 12.563
H 3.069 -9.237 11.324
H 1.333 -8.338 12.858
H 1.811 -9.289 14.211
H 1.604 -11.292 12.104
H 0.667 -10.007 11.446
H -1.747 -11.734 11.133
H -2.284 -12.346 12.600
H -0.503 -13.831 12.951
H 0.596 -13.168 11.672
H -0.518 -15.335 11.015
H -0.649 -14.034 9.886
H -2.800 -15.077 11.955
H -2.838 -15.376 10.310
H -3.062 -13.754 10.870
H 0.236 -10.936 15.441
H 0.289 -12.565 14.686
H -2.296 -12.711 14.962
H -2.199 -11.197 15.697
H -1.028 -13.907 16.707
H -2.382 -13.159 17.528
H 0.480 -12.119 17.382
H -0.321 -12.753 18.788
H -0.840 -11.173 18.162
H -1.000 -8.600 13.763
H -2.516 -9.557 13.949
H -3.094 -9.505 11.859
H -1.567 -8.934 11.173
H -3.857 -7.305 12.535
H -3.253 -7.169 10.988
H -2.236 -5.272 12.164
H -0.965 -6.205 11.769
H -1.516 -6.412 13.384
P 0.126 -8.644 16.229
F -1.051 -7.690 16.883
F 0.304 -7.715 14.881
F 1.383 -7.767 16.769
F 1.174 -9.666 15.588
F 0.073 -9.610 17.657
F -1.080 -9.478 15.404

Atomic partial charges in e from the Löwdin method, atoms 1 to 5: atom 1 (C): -0.011, atom 2 (C): -0.141, atom 3 (N): 0.037, atom 4 (C): -0.062, atom 5 (C): 0.044

---

Here is a molecular structure, C37H38F6N5O6PS3W in a non-equilibrium geometry from the OMol25 dataset. Energies are from wB97M-V/def2-TZVPD.

Total energy: -4360.13290 Eh
HOMO-LUMO gap (alpha / beta): 5.680 / 5.440 eV
HOMO (alpha / beta): -6.69 / -6.49 eV
Energy relative to the best compared isomer or geometry (same formula, charge and spin): 57.2 kcal/mol
Spin multiplicity: 1

Element x y z (Å)
W -0.273 -0.166 0.248
C 2.119 2.001 1.268
N 2.200 0.916 0.272
C 3.131 -0.088 0.835
C 3.531 -1.250 -0.071
C 2.360 -2.061 -0.674
N 1.060 -1.873 -0.019
C 0.806 -2.950 0.793
C -0.410 -3.388 1.323
C -0.459 -4.631 2.007
C -1.637 -5.162 2.463
C -2.836 -4.489 2.245
C -2.827 -3.260 1.602
C -1.642 -2.675 1.170
O -1.604 -1.445 0.605
C 2.752 1.500 -0.979
C 2.125 0.933 -2.252
C 0.687 1.437 -2.441
N -0.031 1.483 -1.166
C -0.636 2.702 -0.996
C -1.048 3.284 0.206
C -1.468 4.640 0.258
C -1.672 5.268 1.460
C -1.469 4.595 2.663
C -1.124 3.250 2.652
C -0.955 2.585 1.450
O -0.672 1.267 1.388
H 3.115 2.423 1.457
H 1.712 1.621 2.208
H 1.468 2.795 0.905
H 2.656 -0.500 1.732
H 4.060 0.422 1.142
H 4.126 -1.910 0.562
H 4.186 -0.919 -0.878
H 2.641 -3.120 -0.618
H 2.250 -1.865 -1.741
H 1.647 -3.615 0.991
H 0.469 -5.166 2.146
H -1.639 -6.107 2.983
H -3.770 -4.911 2.586
H -3.769 -2.750 1.456
H 3.838 1.359 -1.000
H 2.560 2.576 -0.973
H 2.125 -0.152 -2.253
H 2.715 1.260 -3.109
H 0.174 0.800 -3.173
H 0.726 2.449 -2.867
H -0.696 3.354 -1.867
H -1.599 5.172 -0.674
H -1.975 6.303 1.479
H -1.590 5.111 3.601
H -1.004 2.701 3.574
S -0.933 -1.262 4.602
C -0.213 -0.922 3.254
N 0.381 -0.675 2.248
F -1.607 -4.232 -3.611
C -1.606 -3.205 -2.788
F -1.129 -3.634 -1.615
F -2.864 -2.805 -2.595
S -0.567 -1.661 -3.128
O -0.803 -0.995 -1.834
O 0.774 -2.096 -3.342
N -1.117 -0.747 -4.262
S -0.812 -1.335 -5.728
O -0.952 -2.753 -5.683
O -1.477 -0.581 -6.732
C 1.045 -1.006 -6.025
F 1.780 -2.101 -5.911
F 1.232 -0.519 -7.252
F 1.516 -0.089 -5.169
C -4.223 -0.610 -0.676
P -2.948 0.676 -0.261
C -3.604 1.182 1.390
C -3.962 2.478 1.747
C -4.437 2.749 3.020
C -4.536 1.743 3.964
C -4.125 0.461 3.640
C -3.659 0.190 2.368
C -3.638 1.841 -1.519
C -3.075 1.675 -2.784
C -3.589 2.332 -3.886
C -4.671 3.186 -3.734
C -5.238 3.359 -2.484
C -4.738 2.680 -1.383
H -5.208 -0.233 -0.397
H -4.029 -1.552 -0.172
H -4.193 -0.779 -1.752
H -3.843 3.291 1.049
H -4.722 3.759 3.273
H -4.917 1.960 4.950
H -4.163 -0.324 4.378
H -3.316 -0.807 2.140
H -2.248 0.986 -2.914
H -3.154 2.162 -4.861
H -5.081 3.701 -4.590
H -6.092 4.012 -2.362
H -5.236 2.790 -0.433

Atomic partial charges in e from the Löwdin method, atoms 1 to 5: atom 1 (W): 1.653, atom 2 (C): -0.083, atom 3 (N): -0.227, atom 4 (C): -0.215, atom 5 (C): -0.140